85
Properties=species:S:1:pos:R:3:forces:R:3 method="wB97M-V/def2-TZVPD" e_tot_ev=-42032.92983 gap_ev=7.0390 homo_ev=-10.97 total_charge=+1
C 3.95920 2.59485 -2.08924 -0.41 0.45 -0.65
C 3.40657 2.75054 -3.33772 0.46 -0.46 0.98
N 2.19817 3.53436 -3.37725 0.32 1.85 -0.60
C 1.98495 4.73784 -3.93196 1.11 -0.24 -0.43
N 0.75419 5.10781 -3.70651 -0.98 0.76 0.03
C 0.07846 4.14348 -2.96028 1.22 0.30 -0.68
C 1.00249 3.17006 -2.77165 -0.92 -1.42 1.33
C 0.68339 1.91565 -1.98792 0.41 -0.35 -0.28
C 1.12745 0.60682 -2.68123 -0.15 0.08 -0.25
H 4.00134 1.62559 -1.58756 1.87 0.00 -0.69
H 4.29454 3.52128 -1.60597 -1.70 -0.27 1.05
H 3.85293 2.36538 -4.25423 -1.29 -1.00 0.07
H 2.73218 5.30952 -4.46801 -0.19 -0.10 0.07
H 0.39811 5.99082 -4.04823 -0.17 -0.12 0.13
H -0.93983 4.20445 -2.61048 0.14 0.15 -0.22
H -0.41237 1.87994 -1.93546 0.26 0.14 0.24
H 1.02774 2.00074 -0.94850 0.07 0.01 -0.29
H 1.15574 -0.24627 -1.99511 -0.19 0.26 -0.08
H 2.11126 0.65531 -3.15996 -0.19 0.06 0.17
H 0.40335 0.39764 -3.47857 0.27 -0.20 0.15
C 3.36236 -3.86332 -3.29474 -0.04 -0.10 0.20
C 2.48721 -4.44958 -4.39297 0.08 0.01 -0.18
C 1.50626 -3.31678 -4.64951 -0.18 0.04 0.09
O 2.20575 -2.09541 -4.37057 0.07 -0.10 0.10
C 3.43806 -2.40265 -3.70248 0.09 0.06 -0.22
H 4.34184 -4.33127 -3.21362 0.01 0.07 0.03
H 2.85802 -3.95763 -2.32877 0.02 0.01 0.00
H 3.08778 -4.63434 -5.28690 -0.03 -0.02 0.01
H 1.99678 -5.38116 -4.11465 -0.02 0.03 0.01
H 0.64498 -3.37598 -3.97512 -0.02 -0.07 -0.04
H 1.14136 -3.30011 -5.67716 0.01 0.10 0.01
H 4.25760 -2.23061 -4.40796 0.07 -0.01 0.08
H 3.56778 -1.73286 -2.84902 -0.06 0.05 -0.03
C -2.75174 3.26640 1.56816 -0.13 -0.02 -0.19
C -2.62525 2.11852 2.55868 0.23 0.02 0.04
C -1.65455 1.19648 1.84314 -0.10 -0.20 -0.14
O -0.79358 2.03471 1.04860 -0.09 0.15 -0.06
C -1.33850 3.35714 1.01142 0.16 -0.02 0.20
H -3.09157 4.19885 2.01727 0.02 -0.01 0.01
H -3.45173 2.99552 0.77226 0.00 0.04 0.00
H -2.18420 2.47874 3.48885 -0.09 -0.04 0.03
H -3.57019 1.63806 2.79698 0.03 0.00 0.01
H -2.17807 0.51556 1.16808 -0.01 -0.06 0.08
H -1.05144 0.60511 2.53224 0.09 0.03 -0.07
H -0.70750 4.00140 1.63352 -0.05 0.10 -0.05
H -1.31325 3.73363 -0.01614 0.06 -0.04 -0.02
C -4.76095 1.81088 7.34425 0.19 -0.05 0.09
C -4.99064 3.31055 7.22366 -0.20 0.06 -0.02
C -4.19062 3.64869 5.97565 0.19 0.00 -0.03
O -4.22513 2.48720 5.13690 -0.11 0.05 0.29
C -4.74295 1.38025 5.88626 -0.17 -0.02 -0.14
H -5.52072 1.29505 7.92953 -0.01 0.01 -0.03
H -3.78802 1.61960 7.80372 -0.03 -0.03 0.00
H -6.05134 3.51162 7.05471 0.02 0.03 0.01
H -4.67272 3.87637 8.09819 0.02 -0.01 -0.02
H -3.14358 3.85992 6.21979 -0.02 0.07 0.05
H -4.59915 4.50212 5.43226 0.01 -0.05 -0.07
H -5.75422 1.16842 5.52258 0.00 -0.07 0.05
H -4.12091 0.50061 5.71382 0.03 0.05 -0.08
C 7.71927 -5.03528 0.07654 0.16 0.14 0.03
C 6.39397 -4.58625 0.67435 -0.15 -0.16 0.04
C 5.91016 -3.58234 -0.35994 0.07 0.18 -0.08
O 6.42354 -4.01284 -1.62530 0.04 -0.05 0.19
C 7.40479 -5.03724 -1.41059 -0.10 -0.16 -0.13
H 8.05972 -6.00381 0.43944 -0.02 0.00 -0.02
H 8.49502 -4.29719 0.29483 0.01 -0.03 -0.01
H 5.70430 -5.43233 0.72647 -0.01 0.03 0.02
H 6.48316 -4.15871 1.67212 0.01 0.02 -0.02
H 6.30546 -2.58064 -0.15686 -0.05 0.01 0.08
H 4.82100 -3.52233 -0.41063 0.01 0.00 -0.09
H 6.97076 -5.99290 -1.72281 0.07 -0.04 0.01
H 8.28119 -4.83646 -2.02734 -0.06 0.06 -0.05
C -5.49230 -1.34391 -0.66290 0.01 -0.19 -0.07
C -6.48246 -1.34521 0.49408 -0.07 0.19 0.04
C -5.60131 -1.77286 1.65787 0.05 -0.19 0.04
O -4.28278 -1.28816 1.37264 -0.09 0.03 -0.12
C -4.22605 -0.84586 0.01526 0.01 0.17 0.08
H -5.79797 -0.72179 -1.50338 0.01 0.01 0.03
H -5.34542 -2.36300 -1.02873 0.01 0.03 -0.01
H -6.85919 -0.33301 0.66182 -0.02 -0.03 0.01
H -7.33577 -2.00444 0.34241 0.03 -0.01 0.01
H -5.55148 -2.86330 1.73970 -0.08 0.00 0.02
H -5.93895 -1.36883 2.61298 0.10 0.02 0.01
H -4.18377 0.25065 0.01862 0.00 0.01 -0.12
H -3.31804 -1.22743 -0.45573 0.04 -0.01 0.08



24
Properties=species:S:1:pos:R:3:forces:R:3 method="wB97M-V/def2-TZVPD" e_tot_ev=-14428.80637 gap_ev="7.4135 / 6.1361" homo_ev="-17.11 / -16.79" total_charge=+2 e_above_lowest_kcal_mol=129.4
C 2.37453 -1.62425 2.98617 -2.06 1.13 -2.28
C 1.80342 -2.69056 2.28310 -0.28 3.52 -1.39
C 2.16623 -0.28170 2.56254 -0.13 -0.05 -1.53
C 1.10719 -2.34056 1.14519 -1.88 -1.51 -1.64
C 1.42939 0.04014 1.43806 0.10 1.58 -0.83
C 0.82595 -0.99352 0.68364 -0.30 0.41 -0.40
C -1.28790 0.58191 -3.01649 -0.96 -0.56 -2.59
C -1.35997 1.25423 0.52841 1.68 2.54 1.27
N -1.51875 0.87866 -1.75330 -0.04 0.28 -0.43
N 0.08641 -0.68497 -0.47640 -0.70 1.77 1.25
N -2.17697 1.05824 -3.93645 0.27 -0.07 -1.36
N -1.01972 0.53546 -0.66023 2.54 -2.85 0.56
H 2.92531 -1.75462 3.82610 1.71 -0.63 2.43
H 1.95890 -3.64536 2.61078 0.11 -2.48 0.47
H 2.76856 0.48079 2.98703 0.19 0.63 0.68
H 0.57660 -3.10828 0.54038 0.65 0.23 0.62
H 1.37762 1.06300 0.91391 0.39 -1.43 1.55
H -0.48502 -0.11283 -3.45361 -0.95 1.28 0.92
H -2.35748 1.08069 0.78230 -1.95 -0.12 -0.14
H -1.17016 2.39785 0.39233 -0.30 -2.12 0.17
H -0.83646 0.89186 1.42231 0.24 0.11 -0.66
H -0.12815 -1.35932 -1.18423 -0.14 -0.72 -0.09
H -2.12638 0.98798 -5.00610 0.95 -0.60 2.19
H -3.04929 1.59755 -3.80199 0.85 -0.31 1.25



81
Properties=species:S:1:pos:R:3:forces:R:3 method="wB97M-V/def2-TZVPD" e_tot_ev=-128109.93572 gap_ev=5.0563 homo_ev=-1.19 total_charge=-2 e_above_lowest_kcal_mol=13.8
Sr 0.30314 -0.30163 1.70587 -1.12 -0.42 -1.00
N 2.92553 -0.50464 4.44740 0.10 -0.06 0.43
C 1.61741 -0.28299 4.88609 -0.73 0.10 -0.35
N 1.27985 -0.12692 6.16425 0.67 0.14 -0.23
N -0.05028 0.08634 6.15237 0.07 -0.38 -0.64
N -0.49067 0.02184 4.93627 -0.15 0.33 0.13
N 0.53378 -0.20008 4.08083 0.91 -0.09 1.68
C 3.41915 -0.23774 3.17526 -0.01 0.51 -0.78
N 4.70480 0.02372 2.91751 -0.28 -0.42 0.74
N 4.76074 0.23302 1.60026 -0.24 0.29 -0.30
N 3.57715 0.16025 1.07951 0.34 -0.29 0.16
N 2.68743 -0.15754 2.04599 0.96 0.03 0.85
H 3.61611 -0.49429 5.19288 -0.27 0.06 -0.42
C -0.18610 -3.27835 -2.31297 0.23 0.22 -0.26
C 0.20466 -2.27944 -3.38307 0.21 0.06 0.09
C 0.52141 -2.69458 -4.67745 -0.19 -0.30 0.17
C 0.85424 -1.79309 -5.67663 -0.05 -0.10 0.00
C 0.84538 -0.44124 -5.40090 0.27 0.77 0.02
C 0.56106 0.01654 -4.12395 0.11 -1.24 0.20
C 0.28841 -0.90286 -3.09422 -0.73 0.21 -0.95
P -0.25067 -0.36095 -1.46430 0.52 -0.31 1.35
C 0.46761 1.33639 -1.45068 0.24 0.39 -1.12
C 1.88914 1.30600 -1.35184 -0.93 0.59 0.35
C 2.64270 2.47509 -1.34337 -0.02 -0.34 -0.22
C 2.00746 3.68759 -1.58203 0.06 -0.44 -0.01
C 0.64832 3.70002 -1.84341 -0.14 -0.07 0.30
C -0.16945 2.55932 -1.77299 0.67 0.36 0.12
C -1.64187 2.80497 -2.07676 0.47 0.29 -0.27
C -2.04138 -0.22528 -1.60515 -0.74 -0.05 -0.17
C -2.71002 -0.22504 -2.82501 -0.24 0.17 0.19
C -4.04914 0.12497 -2.84856 -0.12 0.03 -1.28
C -4.77280 0.47971 -1.71288 0.17 0.38 0.39
C -4.16050 0.39433 -0.47617 0.30 0.52 -1.75
C -2.80452 -0.04751 -0.41026 -1.08 -0.40 -0.07
C -2.35351 -0.46812 0.84746 2.20 0.52 1.88
H -0.18123 -4.29484 -2.70231 0.02 -0.05 -0.08
H -1.17668 -3.09107 -1.89408 0.01 0.10 -0.04
H 0.49916 -3.23809 -1.46151 -0.09 0.02 -0.06
H 0.47010 -3.76045 -4.89000 0.09 0.12 -0.05
H 1.11554 -2.13182 -6.66876 -0.03 -0.14 -0.09
H 1.09320 0.30830 -6.15109 -0.05 -0.29 -0.09
H 0.57370 1.06802 -3.92756 -0.02 0.43 0.15
H 2.40212 0.36051 -1.24632 -0.06 -0.09 0.25
H 3.71919 2.41180 -1.18160 -0.29 0.04 0.02
H 2.57888 4.60355 -1.57959 0.00 0.16 -0.04
H 0.17740 4.64861 -2.06484 -0.06 0.12 -0.07
H -1.77350 3.89283 -2.23601 -0.02 -0.48 0.11
H -2.29830 2.49094 -1.26978 -0.20 -0.20 -0.06
H -1.95161 2.30188 -3.00154 -0.05 -0.01 0.36
H -2.17967 -0.46607 -3.74697 -0.17 0.16 0.11
H -4.52892 0.20706 -3.81626 -0.14 -0.17 -0.08
H -5.81195 0.80464 -1.82721 0.27 -0.17 0.13
H -4.71715 0.61149 0.41656 0.06 -0.17 0.39
H -2.24281 -1.52572 1.09917 0.23 0.26 -0.30
H -2.44265 0.22992 1.68816 -0.97 -0.40 0.12
C -1.26743 5.77107 0.74348 -0.14 -0.55 0.18
C -0.49937 4.70437 1.45447 1.08 -1.39 1.26
C 0.45932 4.78817 2.46803 -0.03 0.10 -0.04
C 0.90584 3.47638 2.80888 -1.97 0.67 -2.25
N 0.24452 2.62071 1.99878 0.23 -0.18 0.66
N -0.59143 3.35292 1.23545 -0.10 0.98 0.05
C 1.90273 3.09599 3.82452 0.33 -0.14 0.38
H -1.03188 6.73301 1.20507 -0.02 -0.09 -0.25
H -2.34623 5.59678 0.82623 0.11 0.07 0.02
H -1.01912 5.76025 -0.31822 0.05 0.24 -0.01
H 0.82744 5.68893 2.93309 -0.07 0.13 -0.06
H -1.24913 2.88731 0.61633 0.44 -0.01 0.21
H 2.36712 4.00772 4.23453 -0.16 -0.35 -0.11
H 2.68858 2.48875 3.36273 -0.09 -0.06 0.24
H 1.42735 2.53947 4.64835 0.27 0.06 -0.28
Se -0.67413 -3.70599 1.24157 0.04 -0.49 0.17
C -0.28643 -5.58245 1.45684 0.02 1.32 -0.25
C 0.98111 -6.03107 1.86695 -0.44 -0.25 -0.05
C 1.18785 -7.40279 1.92649 0.08 0.81 0.22
N 0.22871 -8.26115 1.64983 0.09 -1.93 -0.15
C -0.97334 -7.85856 1.24414 0.64 0.65 0.11
C -1.27871 -6.52173 1.11803 0.46 -0.04 0.22
H 1.74980 -5.31602 2.13828 -0.06 -0.07 -0.11
H 2.16345 -7.81754 2.22354 -0.42 0.14 -0.10
H -1.67296 -8.64088 0.98721 -0.22 -0.10 0.03
H -2.24304 -6.19295 0.76758 -0.12 0.13 -0.02